(1)
# C16H12NO7RuTe

C16H12NO7RuTe as an isolated structure (ωB97M-V/def2-TZVPD, OMol25).

Geometry as XYZ:
```
38
Properties=species:S:1:pos:R:3
Ru 0.221 -1.623 -0.132
O 0.659 -1.879 5.831
C 0.621 -1.798 4.487
C 1.667 -2.248 3.679
C 1.535 -2.118 2.316
N 0.443 -1.561 1.806
C -0.587 -1.156 2.547
C -0.533 -1.253 3.915
C -1.740 -0.629 1.693
O -2.768 -0.240 2.184
O -1.443 -0.621 0.408
C 2.520 -2.587 1.243
O 3.517 -3.199 1.532
O 2.161 -2.210 0.034
H 1.482 -2.289 6.117
H 2.564 -2.707 4.077
H -1.369 -0.926 4.518
C 0.217 2.204 -0.424
Te 1.418 0.540 -0.989
C 0.366 0.638 -2.851
C -0.303 1.992 -2.875
C -0.868 2.486 -4.047
C -1.475 3.731 -4.062
C -1.519 4.496 -2.903
C -0.967 4.007 -1.731
C -0.364 2.753 -1.705
H 0.829 2.942 0.091
H -0.548 1.835 0.260
H -0.350 -0.183 -2.859
H 1.062 0.493 -3.674
H -0.828 1.892 -4.952
H -1.906 4.110 -4.979
H -1.982 5.474 -2.915
H -1.004 4.602 -0.826
O -0.140 -3.685 0.050
C -0.185 -3.783 -1.220
O -0.142 -2.740 -1.946
H -0.262 -4.764 -1.697
```

The calculation puts the HOMO-LUMO gap (spin up / spin down) at 8.9 / 8.0 eV. As for the relative energy (zero: lowest compared OMol25 entry of this formula, charge and spin): 0.0 kJ/mol. As for the spin multiplicity: 2. As for the expectation value of S²: 0.7546. The HOMO energy (spin up / spin down) is -9.13 / -8.98 eV.



(2)
# C2H3N3O

C2H3N3O as an isolated structure (ωB97M-V/def2-TZVPD, OMol25).

Geometry as XYZ:
```
9
Properties=species:S:1:pos:R:3
C 0.208 -0.610 0.053
N -0.393 0.661 0.380
N 1.866 -0.091 0.229
C -1.606 0.117 -0.001
O 2.288 0.879 -0.292
N -2.758 -0.011 -0.117
H -0.060 1.445 -0.178
H 0.240 -1.054 -0.944
H 0.214 -1.337 0.870
```

The calculation puts the HOMO-LUMO gap at 8.4 eV. As for the relative energy (zero: lowest compared OMol25 entry of this formula, charge and spin): 514.3 kJ/mol. The HOMO energy is -8.96 eV.



Look up the relative energy (zero: lowest compared OMol25 entry of this formula, charge and spin) of the first one. 0.0 kJ/mol



Which value of relative energy (zero: lowest compared OMol25 entry of this formula, charge and spin) does entry 2 give? 514.3 kJ/mol



Look up the relative energy (zero: lowest compared OMol25 entry of this formula, charge and spin) of the first one. 0.0 kJ/mol



relative energy (zero: lowest compared OMol25 entry of this formula, charge and spin) of number 1 (C16H12NO7RuTe)? 0.0 kJ/mol